(1)
{"formula": "C10H8AsIN2O2ReS4", "method": "ωB97M-V with the def2-TZVPD basis set", "gap_ha": 0.1968, "charge": 3, "species": ["Re", "S", "As", "S", "S", "S", "O", "C", "O", "C", "C", "C", "C", "C", "C", "H", "H", "H", "H", "H", "I", "C", "C", "N", "N", "C", "H", "H", "H"], "positions_angstrom": [[0.26168, 0.52499, -1.97338], [2.51128, 2.44257, -6.29088], [1.75040, 1.11202, -4.81392], [2.34923, 0.84478, -2.62105], [-0.39940, 0.91143, -4.03960], [2.62570, 0.26843, -6.56044], [-0.48047, -4.05402, -0.89287], [-0.23879, -3.49274, 0.04477], [0.05367, -1.10740, -1.72549], [0.03403, -2.87285, 1.26231], [-0.63683, -3.46245, 2.35398], [-0.41499, -2.94643, 3.61795], [0.45384, -1.87775, 3.78124], [1.13438, -1.31536, 2.69118], [0.93435, -1.79193, 1.41646], [-1.30754, -4.29991, 2.20630], [-0.91069, -3.38957, 4.47091], [0.63731, -1.48913, 4.77504], [1.86307, -0.53458, 2.86617], [1.58082, -1.47615, 0.60803], [-2.57031, 5.77024, -0.37120], [-1.66879, 3.92810, -0.30859], [-1.52765, 3.09591, 0.80988], [-0.91186, 1.98109, 0.43798], [-0.60293, 2.02343, -0.89516], [-1.08624, 3.22794, -1.33849], [-1.83584, 3.25143, 1.83384], [-0.60681, 1.22254, 1.03104], [-0.99062, 3.50536, -2.37603]], "forces_ev_per_a": [[-0.3480, 0.5104, -0.4564], [0.0127, 0.0267, 0.0108], [-0.0571, -0.0510, 0.1168], [0.1345, 0.0364, -0.1024], [0.1078, -0.1002, -0.0086], [0.0080, -0.0082, -0.0341], [-0.0349, 0.0614, -0.0684], [0.3006, -0.0337, 0.0572], [0.0434, 0.0199, 0.2619], [-0.2256, -0.1216, 0.1098], [-0.0265, 0.1273, 0.0815], [-0.0458, -0.0355, -0.0097], [0.0141, 0.0145, -0.0215], [-0.0177, 0.0512, -0.0164], [0.2765, -0.4548, 0.1684], [0.0034, 0.0043, -0.0069], [0.0048, 0.0090, 0.0037], [0.0070, -0.0061, 0.0003], [-0.0015, -0.0035, -0.0030], [-0.2171, 0.0836, -0.1306], [-0.0060, 0.0145, 0.0013], [-0.0038, -0.0161, 0.0011], [-0.0015, -0.0061, 0.0074], [0.0172, 0.0525, -0.0254], [0.0423, -0.1802, 0.0745], [0.0641, 0.0432, -0.0097], [0.0042, -0.0007, 0.0008], [-0.0525, -0.0238, 0.0035], [-0.0025, -0.0132, -0.0056]]}

=====

(2)
{"formula": "C29H42N3SiTl", "method": "ωB97M-V with the def2-TZVPD basis set", "gap_ha": 0.2607, "charge": 2, "species": ["Tl", "C", "C", "C", "C", "C", "C", "N", "C", "C", "C", "C", "C", "N", "C", "C", "C", "C", "C", "C", "N", "H", "H", "H", "H", "H", "H", "H", "H", "H", "H", "H", "H", "H", "H", "H", "C", "C", "C", "C", "Si", "C", "C", "C", "C", "C", "C", "C", "C", "H", "H", "H", "H", "H", "H", "H", "H", "H", "H", "H", "H", "H", "H", "H", "H", "H", "H", "H", "H", "H", "H", "H", "H", "H", "H", "H"], "positions_angstrom": [[-0.51419, 0.74343, -0.85041], [1.73326, 3.11881, -2.19429], [1.00274, 3.88809, -1.13916], [1.46969, 5.11646, -0.68078], [0.75523, 5.77630, 0.30291], [-0.42793, 5.22211, 0.76724], [-0.85327, 4.00396, 0.24001], [-0.11916, 3.34929, -0.66921], [-2.15688, 3.41054, 0.59552], [-3.12791, 4.14892, 1.27118], [-4.37864, 3.59200, 1.46748], [-4.64297, 2.33304, 0.95992], [-3.61795, 1.63555, 0.32073], [-2.40178, 2.16706, 0.17434], [-3.87947, 0.33071, -0.31593], [-5.01654, -0.41811, -0.02239], [-5.29089, -1.54154, -0.78561], [-4.43704, -1.88402, -1.81857], [-3.28522, -1.12696, -2.01548], [-2.32275, -1.42804, -3.11946], [-3.01280, -0.06533, -1.26087], [2.50623, 3.72824, -2.65376], [1.03961, 2.79922, -2.97214], [2.20531, 2.23493, -1.76290], [2.37519, 5.53919, -1.08338], [1.10749, 6.71541, 0.69700], [-0.99714, 5.73326, 1.52355], [-2.92913, 5.14655, 1.62244], [-5.14772, 4.14448, 1.98491], [-5.63123, 1.91534, 1.03988], [-5.67281, -0.14002, 0.78494], [-6.17693, -2.12683, -0.58829], [-4.65595, -2.72171, -2.46068], [-2.43381, -2.44758, -3.47927], [-1.29259, -1.26265, -2.80000], [-2.51990, -0.75215, -3.95129], [1.18720, -0.28218, 3.02272], [2.23847, -0.38360, 1.91030], [3.55277, -0.89711, 2.52211], [2.47697, 1.03939, 1.38399], [1.68275, -1.62361, 0.49415], [2.81141, -1.84160, -1.09177], [3.42818, -3.24979, -1.05829], [1.98649, -1.66435, -2.37582], [3.96344, -0.82921, -1.14788], [0.28956, -2.96319, 0.81704], [0.90981, -4.00912, 1.76024], [-0.18387, -3.66617, -0.46566], [-0.96317, -2.38464, 1.48862], [1.52213, 0.45446, 3.74940], [1.06333, -1.22002, 3.55513], [0.22409, 0.04946, 2.63812], [3.79738, -0.28441, 3.38592], [4.38131, -0.81765, 1.82595], [3.47985, -1.92665, 2.86070], [2.86937, 1.64359, 2.19827], [1.55161, 1.50574, 1.04452], [3.20705, 1.07260, 0.58518], [2.68379, -4.03947, -1.06412], [4.06515, -3.37687, -0.18739], [4.04744, -3.38467, -1.94120], [1.13202, -2.32991, -2.40945], [2.61255, -1.88805, -3.23726], [1.63744, -0.63596, -2.47695], [4.62689, -0.90443, -0.29253], [3.59187, 0.18843, -1.23269], [4.56199, -1.03198, -2.03335], [1.71446, -4.55989, 1.27960], [0.14360, -4.72434, 2.05083], [1.29485, -3.55802, 2.67093], [0.62665, -4.07612, -1.05986], [-0.77930, -2.99419, -1.08315], [-0.82190, -4.50343, -0.18244], [-0.77246, -2.09061, 2.51208], [-1.72548, -3.15852, 1.51238], [-1.36785, -1.53190, 0.94345]], "forces_ev_per_a": [[-0.4501, 0.2945, 0.3911], [-0.0129, 0.0546, -0.0468], [0.2672, 0.2141, -0.0349], [-0.1783, -0.0949, 0.1322], [-0.0595, -0.2069, -0.0934], [0.0332, -0.2780, -0.1593], [0.5471, 0.4502, 0.0565], [-0.2942, -0.3334, -0.0226], [-0.5202, -0.0177, 0.2790], [0.0621, -0.2079, -0.0482], [0.1264, -0.1041, -0.0618], [0.2797, -0.0428, -0.0253], [-0.1708, 0.4716, 0.3333], [0.1959, -0.1863, -0.1563], [-0.2629, -0.6367, -0.1970], [0.2932, 0.1215, -0.0572], [0.0795, 0.0323, -0.0973], [0.0132, 0.1246, 0.1567], [-0.0266, -0.2454, 0.0008], [-0.0875, -0.0215, -0.0798], [0.1626, 0.4109, 0.1262], [0.0622, -0.0424, -0.0364], [0.0135, -0.0231, -0.0439], [0.0744, -0.0889, 0.0116], [0.1076, 0.0223, -0.0730], [0.0260, 0.1354, 0.0454], [-0.0584, 0.0474, 0.0749], [0.0247, 0.0908, -0.0283], [-0.0663, 0.0615, 0.0102], [-0.0937, -0.0444, 0.0016], [-0.0710, 0.0415, 0.0436], [-0.0377, -0.0488, 0.0140], [0.0302, -0.1009, -0.0687], [0.0674, -0.0330, -0.0246], [0.0362, -0.0817, -0.0196], [0.0333, 0.0095, -0.1023], [0.0150, -0.1826, -0.2343], [-0.4115, -0.1380, -0.3008], [-0.0585, -0.2665, -0.3692], [-0.0770, -0.2213, -0.2116], [0.1773, -0.0990, -0.1030], [-0.2079, 0.3336, 0.3301], [-0.2887, 0.0105, 0.3175], [-0.1433, 0.0126, 0.2648], [-0.2325, -0.0252, 0.1752], [0.1150, 0.3909, -0.2962], [0.3587, 0.2765, -0.1100], [0.2230, 0.1847, 0.0245], [0.3156, 0.1986, 0.0532], [0.0787, 0.1157, 0.0852], [-0.1203, -0.1503, 0.0626], [-0.1443, 0.0028, 0.0357], [-0.0225, 0.1164, 0.1479], [0.1440, -0.0445, -0.0714], [0.0322, -0.1968, 0.1198], [0.0171, 0.0816, 0.1763], [-0.0266, 0.1044, -0.0227], [0.0975, 0.0543, -0.1597], [-0.0662, -0.1392, 0.0216], [0.1450, -0.1161, 0.1358], [0.1063, 0.0508, -0.1494], [-0.2076, -0.1011, -0.0887], [0.1340, -0.0328, -0.0702], [-0.0038, 0.0144, -0.0814], [0.0887, 0.0643, 0.1184], [0.0495, 0.1365, -0.0224], [0.0423, -0.0607, -0.1416], [0.1249, -0.1199, -0.0237], [-0.1400, -0.0823, -0.0065], [0.0750, 0.0215, 0.2190], [0.0516, -0.0177, -0.0947], [-0.0142, 0.0335, -0.1207], [-0.0732, -0.0239, 0.0712], [-0.0176, 0.1406, 0.1953], [-0.1398, -0.1332, -0.0339], [-0.1416, 0.0630, -0.0420]]}